{
  "formula": "C4H12NO2",
  "method": "the ωB97M-V functional and the def2-TZVPD basis",
  "symbols": ["C", "N", "C", "O", "C", "C", "H", "H", "H", "H", "H", "H", "H", "H", "H", "H", "H", "H", "O"],
  "positions_angstrom": [[1.0927, 0.8631, -0.3581], [1.1540, -0.1564, 0.7878], [1.0537, -1.6320, 0.0579], [0.1703, -1.6237, -0.8750], [0.3893, 2.1814, 0.0460], [-1.0847, 1.8694, 0.2399], [0.6702, 0.2328, -1.0782], [2.0599, 1.1851, -0.5917], [0.3296, -0.0072, 1.2891], [0.8586, -2.3585, 0.8657], [1.9951, -1.9634, -0.4190], [0.7962, 2.3350, 1.0680], [0.7056, 2.9579, -0.6469], [-1.1690, 0.7294, 0.1658], [-1.7187, 2.0191, -0.7239], [-1.6211, 2.3690, 1.0469], [-2.1641, -1.7555, 0.8082], [-1.2555, -1.4584, -0.2663], [-2.2042, -1.2366, 0.0067]],
  "forces_ev_per_a": [[-0.037, -0.208, 2.951], [2.697, -0.478, -2.369], [0.642, 1.065, 1.149], [-2.357, -0.398, -1.543], [0.098, -1.893, 1.133], [-1.611, -1.280, -3.149], [-1.031, 0.081, -2.067], [1.913, -0.085, -0.565], [-1.721, -0.279, 0.932], [0.009, 0.170, 0.708], [0.960, 0.755, 0.797], [0.106, 0.594, -0.570], [-0.369, 0.335, 0.124], [-0.277, 1.554, 1.271], [1.023, 0.478, 1.311], [0.151, -0.317, 0.134], [-0.685, -0.124, 0.630], [0.543, 0.393, -1.315], [-0.056, -0.361, 0.439]],
  "relative_energy_kj_mol": 154.6,
  "max_force_ha_per_bohr": 0.0732,
  "e_tot_ev": -9926.621,
  "charge": -1
}



{
  "formula": "C4H12NO2",
  "method": "the ωB97M-V functional and the def2-TZVPD basis",
  "symbols": ["C", "O", "C", "C", "C", "N", "H", "H", "H", "H", "H", "H", "H", "H", "H", "H", "H", "H", "O"],
  "positions_angstrom": [[0.5528, -0.4270, 1.8873], [-0.5902, -0.5257, 2.5666], [0.2707, 0.1399, 0.3561], [-0.2922, 1.5763, 0.4881], [-0.6548, 2.3091, -0.7976], [-0.7703, -0.7457, -0.2193], [1.0138, -1.4521, 1.8069], [1.3181, 0.2646, 2.2544], [1.0531, 0.0466, -0.3783], [0.4289, 2.2345, 0.9921], [-1.1291, 1.4718, 1.2329], [0.2120, 2.6356, -1.3977], [-1.1919, 1.6378, -1.4831], [-1.3204, 3.1908, -0.8112], [-1.5124, -0.2659, -0.7358], [-1.2133, -1.1614, 0.6118], [0.9052, -4.3146, -2.0338], [1.3280, -2.8869, -1.9698], [1.5920, -3.7276, -2.3694]],
  "forces_ev_per_a": [[-0.777, -0.529, -1.602], [-0.186, 0.373, 0.175], [-1.587, -0.178, 0.442], [0.054, 0.482, 1.141], [-0.527, -0.367, -1.556], [-0.351, -0.673, 0.299], [0.436, 0.413, -0.450], [0.439, 0.371, 0.457], [1.163, 0.443, 0.147], [0.187, -0.282, 0.188], [0.497, 0.111, -0.876], [0.076, -0.220, 0.428], [0.053, -0.112, 0.036], [0.237, -0.189, 0.894], [0.442, 0.033, 0.335], [-0.083, 0.235, -0.132], [0.112, -0.085, -0.073], [0.127, 0.081, -0.042], [-0.312, 0.092, 0.189]],
  "relative_energy_kj_mol": 102.5,
  "max_force_ha_per_bohr": 0.0361,
  "e_tot_ev": -9927.162,
  "charge": -1
}



{
  "formula": "C4H12NO2",
  "method": "the ωB97M-V functional and the def2-TZVPD basis",
  "symbols": ["O", "C", "C", "C", "C", "N", "H", "H", "H", "H", "H", "H", "H", "H", "H", "H", "H", "H", "O"],
  "positions_angstrom": [[-2.0218, -1.0935, -0.4101], [-0.9488, -1.4202, -0.0618], [0.2395, -0.2960, -0.1035], [0.8331, 0.0148, 1.3372], [2.2210, -0.7686, 1.6813], [-0.3629, 0.9628, -0.6175], [-0.5232, -2.3711, 0.3521], [0.9589, -0.6801, -0.8050], [0.1332, -0.3144, 2.1349], [0.9727, 1.0686, 1.5269], [2.0998, -1.4690, 2.5529], [2.6211, -1.2873, 0.7322], [2.9280, 0.0456, 1.9026], [-0.5540, 1.6461, 0.1518], [-1.1742, 0.8504, -1.2845], [0.3533, 1.4608, -1.2275], [-3.2310, 0.8835, -2.3425], [-2.1872, 1.4586, -3.2101], [-2.3576, 1.3092, -2.3093]],
  "forces_ev_per_a": [[-1.565, -0.495, -0.322], [3.610, 1.704, 0.823], [-1.280, -0.600, 2.009], [0.681, -2.642, 0.371], [-0.707, 0.545, -1.401], [1.659, 1.548, -1.091], [-0.977, 0.093, -0.319], [0.566, 0.156, -0.232], [-0.010, 0.218, -0.708], [0.111, 0.403, -0.423], [0.241, 0.721, -1.102], [-0.640, 0.522, 1.668], [0.021, -0.684, 0.220], [-0.277, -0.882, -0.805], [-0.358, 0.009, 0.574], [-0.904, -0.649, 1.017], [0.256, 0.043, 0.463], [0.629, 0.562, -2.038], [-1.055, -0.572, 1.295]],
  "relative_energy_kj_mol": 181.8,
  "max_force_ha_per_bohr": 0.0793,
  "e_tot_ev": -9920.345,
  "charge": 1
}



{
  "formula": "C4H12NO2",
  "method": "the ωB97M-V functional and the def2-TZVPD basis",
  "symbols": ["O", "C", "C", "C", "C", "N", "H", "H", "H", "H", "H", "H", "H", "H", "H", "H", "H", "H", "O"],
  "positions_angstrom": [[-1.7879, 1.9121, -0.7600], [-0.9943, 1.1450, -1.2221], [-0.2366, 0.1361, -0.3461], [1.1743, -0.1682, -0.8678], [1.2275, -1.1649, -2.0057], [-0.3442, 0.7118, 1.0712], [-0.6032, 1.3204, -2.2479], [-0.7989, -0.8128, -0.3926], [1.5648, 0.7907, -1.2243], [1.8603, -0.4288, -0.0757], [0.5957, -0.8766, -2.8393], [0.9707, -2.1801, -1.6394], [2.2028, -1.4269, -2.4045], [0.5897, 0.8435, 1.4641], [-0.6597, 1.6730, 0.8876], [-0.9867, 0.1620, 1.6748], [-0.9395, -1.3191, 3.6715], [-1.7705, 0.0701, 3.8605], [-1.0645, -0.3873, 3.3956]],
  "forces_ev_per_a": [[-0.310, -0.066, 0.323], [1.172, 0.745, -0.503], [-0.647, -1.020, -0.217], [0.532, 1.537, -0.190], [-0.343, -1.612, 0.386], [0.800, 0.202, -1.901], [-0.365, -0.665, 0.038], [-0.013, 0.335, 0.356], [0.170, 0.063, -0.093], [-0.015, -0.405, 0.464], [-0.165, -0.117, -0.073], [-0.656, 0.546, -0.146], [0.445, 0.947, 0.056], [-0.177, -0.645, 0.426], [-0.790, -0.145, 0.532], [0.572, 0.402, 0.427], [-0.594, 0.969, 0.209], [-0.094, -0.586, 0.473], [0.478, -0.487, -0.567]],
  "relative_energy_kj_mol": 146.2,
  "max_force_ha_per_bohr": 0.0403,
  "e_tot_ev": -9920.715,
  "charge": 1
}



{
  "formula": "C4H12NO2",
  "method": "the ωB97M-V functional and the def2-TZVPD basis",
  "symbols": ["C", "C", "C", "C", "N", "H", "H", "H", "H", "H", "H", "H", "H", "H", "H", "O", "H", "H", "O"],
  "positions_angstrom": [[-0.2940, 1.7709, 0.4682], [-0.4285, 0.2419, 0.2967], [-1.7885, -0.3989, 0.2464], [0.4839, -0.5869, 1.1174], [0.6445, -0.1562, -0.6801], [-1.0602, 2.0007, 1.2762], [-0.5833, 2.3418, -0.4973], [0.7783, 1.9859, 0.7407], [-2.6708, 0.2171, 0.1929], [-1.9627, -1.1421, 1.0158], [0.6231, -1.6609, 1.1539], [1.0889, 0.0060, 1.8833], [0.4227, -1.0796, -1.0671], [2.0859, 0.5232, -0.5718], [3.4863, 1.5261, -0.4432], [2.8676, 0.9018, -0.0301], [-1.2837, -2.2613, -2.4810], [-1.4693, -1.8183, -1.0367], [-0.9402, -2.4110, -1.5841]],
  "forces_ev_per_a": [[-1.950, 0.322, -0.096], [-1.003, -0.078, -2.137], [1.689, 2.775, 2.811], [2.571, 1.423, -1.217], [-1.008, -1.597, 3.642], [1.301, 0.478, -0.766], [0.521, -1.116, 1.606], [-1.135, -0.202, -0.189], [-0.374, 0.389, -0.942], [0.146, -1.595, -0.936], [-0.788, -0.019, -0.064], [-0.611, -0.744, -1.492], [0.081, -0.130, -0.143], [2.174, 1.372, 0.504], [-0.714, -0.534, -0.298], [-0.643, -0.291, 0.025], [0.151, -0.230, 0.101], [-0.356, -0.392, -0.090], [-0.051, 0.169, -0.319]],
  "relative_energy_kj_mol": 809.8,
  "max_force_ha_per_bohr": 0.0835,
  "e_tot_ev": -9913.837,
  "charge": 1
}



{
  "formula": "C4H12NO2P",
  "method": "the ωB97M-V functional and the def2-TZVPD basis",
  "symbols": ["C", "C", "C", "C", "N", "O", "O", "P", "H", "H", "H", "H", "H", "H", "H", "H", "H", "H", "H", "H"],
  "positions_angstrom": [[1.4071, 0.3679, -2.9405], [-0.6999, 0.7436, 2.6231], [0.4634, 1.1853, -1.9042], [-0.5628, -0.4444, 1.7367], [-1.8014, -1.0922, 1.5984], [0.4480, -1.3326, 2.0039], [-0.1132, -1.3084, -1.0341], [0.5698, 0.0632, -0.2474], [1.8071, 1.1337, -3.5399], [2.2253, -0.0144, -2.3760], [0.8387, -0.3900, -3.4573], [-1.1986, 0.3217, 3.4319], [-1.3434, 1.4535, 2.1729], [0.2105, 1.2116, 2.7094], [0.7241, 2.2976, -1.8571], [-0.5453, 1.1673, -2.3455], [-1.7610, -2.1288, 1.3412], [-2.4824, -0.5114, 1.0809], [1.1678, -0.8889, 2.4682], [0.6464, -1.8344, -1.4645]],
  "forces_ev_per_a": [[-1.625, 1.513, 2.224], [-0.617, -0.972, -1.952], [-0.293, -0.479, -0.062], [0.095, 0.218, -2.456], [-0.119, -1.581, -0.678], [-0.533, -0.263, 0.670], [2.084, -0.604, -0.373], [-0.152, -0.140, -0.887], [0.468, 0.575, -1.436], [0.715, -0.743, 0.323], [0.072, -0.071, -0.202], [-0.357, -0.105, 2.292], [-0.832, 0.654, -0.534], [2.176, 1.032, 0.990], [0.077, -1.643, 0.370], [0.107, -0.057, 0.358], [-0.042, 2.395, 0.057], [0.649, -0.994, 0.380], [-0.050, 0.044, -0.180], [-1.822, 1.220, 1.095]],
  "relative_energy_kj_mol": 352.7,
  "max_force_ha_per_bohr": 0.0611,
  "e_tot_ev": -19214.103
}